{"formula": "C30H45CdNO2P2", "method": "ωB97M-V with the def2-TZVPD basis set", "homo_energy_ev": -6.20, "lumo_energy_ha": 0.0074, "species": ["P", "P", "C", "C", "H", "H", "H", "H", "C", "H", "H", "H", "C", "H", "H", "H", "C", "H", "H", "H", "C", "H", "H", "H", "Cd", "C", "C", "C", "C", "C", "C", "C", "C", "C", "H", "H", "H", "H", "H", "H", "H", "H", "H", "H", "H", "H", "H", "H", "H", "C", "C", "C", "C", "C", "C", "N", "C", "C", "C", "C", "C", "C", "C", "O", "O", "C", "C", "H", "H", "H", "H", "H", "H", "H", "H", "H", "H", "H", "H", "H", "H"], "positions_angstrom": [[0.3097, -1.7703, -1.0451], [0.0220, 1.3117, -0.9434], [-0.0586, -0.8912, -2.6442], [0.4793, 0.5474, -2.5783], [-1.1504, -0.8802, -2.7482], [0.3494, -1.4357, -3.5040], [1.5752, 0.5416, -2.6232], [0.1180, 1.1525, -3.4183], [-1.6249, 2.0606, -1.2767], [-1.8957, 2.6984, -0.4303], [-2.3734, 1.2670, -1.3519], [-1.6263, 2.6552, -2.1970], [1.1028, 2.7929, -0.8568], [1.0611, 3.3873, -1.7760], [2.1320, 2.4733, -0.6723], [0.7822, 3.4091, -0.0118], [-0.7653, -3.2559, -1.1276], [-0.5327, -3.9767, -0.3362], [-0.6430, -3.7310, -2.1047], [-1.8075, -2.9377, -1.0331], [1.9774, -2.4901, -1.3364], [2.7256, -1.6935, -1.3005], [2.0379, -3.0076, -2.3004], [2.1988, -3.1950, -0.5299], [0.1147, -0.2886, 0.6616], [0.6905, 1.4760, -6.6172], [-0.6243, 1.5176, -6.3709], [-1.7478, 0.6965, -6.9473], [-1.3708, -0.6244, -7.6539], [-0.6489, -1.5941, -6.7494], [0.6552, -1.6543, -6.4547], [1.7995, -0.7973, -6.9290], [1.4490, 0.5698, -7.5569], [0.1543, -1.7789, 2.1655], [1.3124, 2.1663, -6.0470], [-0.9560, 2.2554, -5.6391], [-2.3248, 1.3208, -7.6476], [-2.4419, 0.4643, -6.1273], [-2.3021, -1.0935, -7.9925], [-0.7944, -0.4146, -8.5568], [-1.2920, -2.3211, -6.2531], [0.9585, -2.4408, -5.7625], [2.4040, -1.3728, -7.6476], [2.4608, -0.6234, -6.0685], [2.3925, 1.0599, -7.8249], [0.9093, 0.4237, -8.4944], [0.8179, -1.4737, 2.9821], [0.4718, -2.7711, 1.8195], [-0.8603, -1.8751, 2.5761], [3.6157, 0.8210, 5.5307], [2.5260, -0.2255, 5.4600], [2.9203, -1.5684, 5.4544], [1.9792, -2.5796, 5.3992], [0.6288, -2.2704, 5.3198], [0.1606, -0.9324, 5.2851], [-1.2693, -0.7940, 5.1113], [-2.0846, 0.3698, 5.2123], [-2.8306, 0.4681, 6.3983], [-3.6702, 1.5458, 6.6360], [-3.7918, 2.5499, 5.6871], [-3.0846, 2.4742, 4.4853], [-2.2278, 1.3884, 4.1969], [-1.5709, 1.3880, 2.8398], [-1.6823, 2.4296, 2.0496], [-0.9322, 0.3343, 2.3999], [1.1392, 0.1231, 5.3956], [0.8196, 1.5996, 5.4639], [3.5675, 1.4766, 4.6359], [3.5039, 1.4332, 6.4479], [4.6302, 0.3672, 5.5542], [3.9693, -1.8402, 5.5005], [2.3001, -3.6146, 5.4007], [-0.0673, -3.0975, 5.2477], [-1.7956, -1.6662, 5.2815], [-2.7451, -0.3036, 7.1563], [-4.2275, 1.5982, 7.5648], [-4.4489, 3.3873, 5.8783], [-3.2310, 3.2706, 3.7684], [1.2481, 2.1240, 4.5850], [-0.2288, 1.8631, 5.5429], [1.2610, 2.0212, 6.3911]], "forces_ev_per_angstrom": [[-0.356, -3.169, -3.709], [0.147, 3.628, -2.295], [0.153, -0.360, -0.045], [0.004, -0.129, 0.409], [0.083, -0.015, -0.002], [-0.111, 0.148, 0.013], [-0.075, 0.007, -0.017], [0.049, -0.055, 0.186], [0.037, -0.214, 0.173], [0.091, -0.211, 0.066], [-0.001, 0.110, -0.023], [0.155, -0.189, 0.072], [-0.035, -0.047, -0.099], [0.000, -0.080, 0.108], [-0.088, 0.060, -0.060], [-0.027, -0.133, -0.075], [0.030, 0.049, -0.389], [-0.002, 0.292, -0.095], [-0.037, -0.147, 0.075], [0.116, -0.077, 0.094], [-0.091, 0.212, 0.175], [0.008, -0.107, -0.041], [-0.082, 0.108, 0.143], [-0.025, 0.114, -0.066], [0.175, 0.287, 3.747], [-0.358, -0.021, 0.132], [0.384, -0.021, -0.028], [-0.029, -0.135, -0.112], [-0.012, 0.160, 0.010], [0.360, 0.000, 0.144], [-0.397, 0.024, -0.064], [0.023, 0.138, -0.104], [0.019, -0.157, -0.001], [1.315, -1.693, 0.734], [-0.086, -0.050, -0.064], [0.052, -0.051, -0.095], [0.107, -0.097, 0.132], [0.089, 0.031, -0.102], [0.143, 0.064, 0.046], [-0.122, -0.067, 0.125], [0.094, 0.062, -0.053], [-0.051, 0.053, -0.098], [-0.108, 0.089, 0.132], [-0.077, -0.017, -0.098], [-0.146, -0.067, 0.034], [0.117, 0.057, 0.137], [-0.239, -0.302, -0.249], [0.207, -0.187, 0.134], [0.301, 0.167, -0.308], [0.066, 0.289, -0.042], [-0.523, -0.720, -0.070], [-0.100, 0.356, -0.028], [-0.581, 0.245, 0.028], [0.177, 0.413, 0.163], [-0.080, 0.238, 0.049], [1.036, -0.484, 0.001], [-0.102, 0.482, -0.304], [-0.002, 0.347, -0.415], [-0.049, -0.004, -0.148], [0.238, -0.186, -0.195], [0.056, -0.549, 0.463], [-0.316, -0.226, 0.974], [1.149, 1.180, -4.337], [-0.083, -2.437, 2.741], [-2.877, 3.014, 3.016], [-0.252, -0.885, -0.047], [0.334, 0.314, 0.273], [0.046, -0.129, 0.605], [0.089, -0.094, -0.562], [-0.743, 0.140, -0.013], [0.008, 0.195, 0.005], [-0.090, 0.011, 0.009], [-0.204, 0.141, -0.056], [0.770, 0.919, -0.072], [0.184, -0.009, -0.147], [0.026, 0.007, -0.043], [0.012, 0.067, -0.055], [0.290, -0.206, -0.226], [-0.236, -0.127, 0.503], [-0.015, -0.251, -0.220], [0.065, -0.110, -0.579]], "lowdin_charge": [0.69, 0.73, -0.42, -0.40, 0.08, 0.06, 0.08, 0.07, -0.25, 0.03, 0.04, 0.05, -0.27, 0.05, 0.04, 0.05, -0.27, 0.04, 0.04, 0.04, -0.25, 0.04, 0.05, 0.05, 1.05, -0.11, -0.12, -0.19, -0.20, -0.10, -0.13, -0.19, -0.20, -0.34, 0.10, 0.09, 0.11, 0.11, 0.11, 0.10, 0.10, 0.09, 0.11, 0.11, 0.11, 0.10, -0.06, -0.06, -0.02, -0.07, -0.24, -0.08, -0.11, -0.08, -0.17, 0.08, -0.20, -0.03, -0.09, -0.09, -0.02, -0.08, -0.51, -0.11, -0.29, -0.14, -0.04, 0.08, 0.08, 0.08, 0.10, 0.10, 0.10, 0.14, 0.11, 0.10, 0.10, 0.11, 0.10, 0.05, 0.09]}

{"formula": "C41H41Cl3N8", "method": "ωB97M-V with the def2-TZVPD basis set", "smiles": "ClC(Cl)Cl.c1ccncc1.c1ccncc1.c1ccncc1.c1ccncc1.c1ccncc1.c1ccncc1.c1ccncc1.c1ccncc1", "de_lowest_kcal_mol": 0.8, "homo_energy_ev": -9.47, "lumo_energy_ha": 0.0224, "species": ["N", "C", "C", "C", "C", "C", "H", "H", "H", "H", "H", "N", "C", "C", "C", "C", "C", "H", "H", "H", "H", "H", "N", "C", "C", "C", "C", "C", "H", "H", "H", "H", "H", "N", "C", "C", "C", "C", "C", "H", "H", "H", "H", "H", "N", "C", "C", "C", "C", "C", "H", "H", "H", "H", "H", "N", "C", "C", "C", "C", "C", "H", "H", "H", "H", "H", "N", "C", "C", "C", "C", "C", "H", "H", "H", "H", "H", "N", "C", "C", "C", "C", "C", "H", "H", "H", "H", "H", "C", "Cl", "Cl", "Cl", "H"], "positions_angstrom": [[10.4805, -5.2196, 17.5537], [10.9909, -6.2965, 18.1433], [10.3751, -6.9208, 19.2174], [9.1309, -6.4562, 19.5946], [8.5715, -5.3379, 18.9782], [9.3018, -4.7611, 17.9450], [11.9953, -6.5709, 17.8370], [10.8551, -7.8061, 19.6164], [8.5865, -6.9543, 20.3902], [7.5845, -5.0580, 19.3175], [8.9692, -3.8574, 17.4455], [2.3234, -1.0076, 19.3602], [1.4554, -2.0003, 19.3049], [1.5893, -3.0619, 18.4223], [2.5919, -3.0193, 17.4693], [3.4891, -1.9625, 17.5017], [3.3039, -0.9943, 18.4666], [0.6561, -1.9713, 20.0365], [0.9142, -3.9064, 18.4966], [2.6660, -3.8213, 16.7452], [4.3094, -1.9471, 16.7966], [3.9512, -0.1239, 18.4965], [7.7179, -1.1069, 14.7693], [7.8188, -0.1811, 13.8338], [7.1488, 1.0214, 13.8088], [6.2903, 1.2716, 14.8651], [6.1964, 0.3393, 15.8876], [6.8893, -0.8409, 15.7746], [8.5225, -0.3965, 13.0324], [7.2350, 1.7873, 13.0501], [5.7507, 2.2098, 14.9224], [5.5268, 0.5757, 16.7040], [6.8765, -1.5368, 16.6057], [8.1965, -1.8197, 19.6359], [7.6601, -1.5265, 20.8176], [8.2601, -0.7030, 21.7488], [9.5616, -0.2804, 21.5059], [10.1842, -0.6436, 20.3287], [9.4290, -1.3347, 19.4119], [6.6384, -1.8641, 20.9755], [7.7390, -0.3691, 22.6349], [10.0821, 0.2688, 22.2834], [11.2180, -0.3952, 20.1414], [9.8480, -1.5585, 18.4328], [6.4794, 4.5081, 14.7555], [7.1896, 4.7954, 13.6687], [8.2291, 5.6987, 13.6968], [8.5642, 6.3001, 14.9003], [7.8430, 5.9824, 16.0386], [6.7778, 5.1046, 15.9052], [6.9035, 4.2652, 12.7680], [8.7569, 5.9943, 12.7979], [9.3567, 7.0355, 14.9620], [8.0329, 6.4398, 17.0005], [6.0765, 4.8621, 16.6957], [7.5844, 2.1499, 10.3145], [6.2623, 2.0479, 10.2233], [5.6291, 0.8792, 9.8317], [6.3741, -0.2552, 9.5928], [7.7399, -0.1775, 9.8020], [8.2840, 1.0319, 10.1763], [5.6877, 2.9330, 10.4770], [4.5459, 0.8427, 9.8673], [5.8536, -1.1755, 9.3636], [8.3541, -1.0686, 9.7681], [9.3512, 1.1438, 10.3409], [11.8215, 2.3980, 11.4844], [12.2601, 1.4439, 10.6592], [12.0538, 0.0971, 10.9057], [11.5446, -0.2833, 12.1384], [11.1769, 0.6966, 13.0326], [11.2997, 2.0292, 12.6462], [12.6708, 1.8472, 9.7404], [12.3942, -0.6422, 10.1915], [11.4892, -1.3328, 12.4018], [10.6980, 0.5441, 13.9921], [10.7988, 2.8205, 13.1948], [2.4093, 4.9241, 14.2957], [1.2182, 5.0090, 13.7300], [0.7341, 4.0590, 12.8317], [1.5280, 2.9664, 12.5143], [2.7903, 2.8870, 13.0836], [3.1870, 3.9011, 13.9420], [0.5734, 5.8011, 14.0964], [-0.2431, 4.2305, 12.3962], [1.1170, 2.2537, 11.8089], [3.4482, 2.0674, 12.8225], [4.0807, 3.8406, 14.5536], [5.7005, 3.2277, 20.2426], [5.5627, 2.6908, 18.5609], [6.0866, 4.9607, 20.2528], [6.9177, 2.3505, 21.1661], [4.7460, 3.1176, 20.7359]], "forces_ev_per_angstrom": [[0.370, -0.048, -0.471], [0.134, 0.701, 0.569], [0.196, -0.371, -0.808], [-0.272, 0.038, 0.375], [0.319, -1.018, 0.160], [-0.307, 0.351, 0.353], [-0.134, -0.217, -0.176], [-0.208, 0.098, 0.338], [0.030, 0.045, -0.024], [0.069, 0.560, -0.297], [-0.201, -0.089, -0.015], [-0.126, 0.645, -0.025], [0.194, -0.515, 0.293], [-0.396, -0.086, -0.067], [-0.049, -0.245, 0.305], [-0.130, -0.532, -0.334], [0.314, 0.470, -0.118], [-0.039, -0.093, -0.005], [-0.065, 0.112, -0.175], [0.171, 0.057, -0.009], [0.004, 0.298, 0.026], [0.163, -0.087, 0.120], [-0.164, -0.238, 0.264], [0.884, -0.052, -1.229], [-0.813, 0.517, 0.585], [0.041, 0.134, 0.187], [-0.803, 0.677, -0.397], [0.488, -0.080, 0.792], [-0.082, -0.089, 0.000], [0.370, -0.321, -0.282], [0.039, -0.052, -0.032], [0.136, -0.373, 0.217], [-0.095, -0.292, -0.113], [0.574, 0.341, 0.067], [-0.757, 0.375, -0.352], [0.524, 0.202, 0.047], [-0.109, -0.154, 0.738], [-0.058, 0.275, 0.367], [-0.265, -0.879, -0.771], [0.131, -0.169, 0.043], [-0.053, -0.230, 0.079], [0.041, 0.127, -0.190], [-0.016, 0.117, -0.168], [-0.048, -0.052, 0.090], [-0.295, -0.155, -0.130], [-0.068, -0.207, 0.318], [0.443, 0.559, -0.243], [-0.019, 0.045, 0.265], [-0.377, 0.043, 0.159], [-0.186, -0.167, -0.372], [0.072, 0.107, -0.145], [-0.029, -0.242, -0.038], [0.053, -0.079, -0.110], [0.134, 0.028, -0.052], [0.342, 0.154, 0.325], [-0.265, 0.267, 0.635], [0.116, -0.018, -0.325], [-0.643, 0.270, 0.552], [-0.124, 0.014, 0.311], [-0.085, -0.702, 0.111], [0.627, 0.378, -0.368], [-0.013, 0.031, -0.139], [0.038, 0.000, -0.328], [0.244, -0.108, -0.134], [0.081, 0.088, -0.182], [0.029, -0.159, -0.007], [0.357, 0.186, 0.046], [-0.744, 0.496, 0.027], [0.776, -0.070, -0.056], [0.235, -0.329, 0.129], [-0.442, 0.876, 0.354], [-0.638, -0.212, -0.672], [0.170, -0.420, -0.102], [-0.115, 0.003, -0.014], [-0.205, 0.021, -0.040], [0.185, -0.533, -0.030], [0.374, -0.015, 0.361], [0.117, 0.135, -0.033], [-0.391, -0.452, 0.043], [0.029, 0.482, 0.148], [-0.438, 0.620, -0.227], [-0.030, -0.085, -0.452], [-0.155, -0.293, 1.015], [0.055, 0.169, -0.263], [0.006, -0.288, 0.008], [0.349, -0.231, 0.092], [0.078, -0.001, 0.232], [0.376, -0.070, -0.592], [0.180, 0.531, -0.087], [0.057, -0.217, 0.347], [-0.050, 0.014, 0.039], [-0.138, -0.149, -0.261], [-0.076, -0.167, -0.066]], "lowdin_charge": [0.05, -0.16, -0.08, -0.09, -0.07, -0.16, 0.10, 0.10, 0.10, 0.10, 0.09, 0.05, -0.16, -0.08, -0.08, -0.06, -0.16, 0.10, 0.10, 0.11, 0.09, 0.08, 0.07, -0.18, -0.05, -0.07, -0.08, -0.17, 0.09, 0.08, 0.07, 0.05, 0.10, 0.07, -0.16, -0.12, -0.09, -0.07, -0.15, 0.11, 0.09, 0.11, 0.11, 0.10, 0.04, -0.14, -0.07, -0.07, -0.06, -0.14, 0.10, 0.11, 0.11, 0.10, 0.07, 0.06, -0.17, -0.08, -0.07, -0.07, -0.16, 0.10, 0.10, 0.11, 0.11, 0.09, 0.05, -0.16, -0.09, -0.09, -0.08, -0.15, 0.10, 0.10, 0.11, 0.10, 0.10, 0.05, -0.16, -0.08, -0.08, -0.07, -0.15, 0.10, 0.10, 0.10, 0.09, 0.07, -1.52, 0.56, 0.51, 0.56, 0.01]}